*1*
Density functional theory data (ωB97M-V with the def2-TZVPD basis set) for a cluster of 2 separate species, C3H8N3O in total.

Each line ends with the natural charge from an NBO analysis.
Geometry (Å):
H: -1.78 -0.86 -0.52  0.390
H: -0.72 1.11 -0.03  0.440
N: 0.46 1.29 0.25  -0.639
C: 1.24 -1.07 -0.43  -0.454
O: -3.81 -0.57 0.16  -0.322
N: -1.87 0.15 -0.15  -0.525
N: -3.03 0.30 0.29  0.265
H: 3.16 -0.40 1.01  0.289
C: 2.51 -0.36 0.12  -0.471
C: 1.26 0.32 0.08  0.427
H: -3.23 1.15 0.68  0.377
H: 0.62 -1.84 0.00  0.254
H: 0.68 2.17 0.71  0.422
H: 1.27 -1.20 -1.45  0.255
H: 3.22 -0.18 -0.72  0.291

Computed properties:
molecular weight	102.12	g mol⁻¹
HOMO	-15.038	eV
total charge	+1


*2*
Density functional theory data (ωB97M-V with the def2-TZVPD basis set) for the ion C3H8N3O with charge +1.

Each line ends with the natural charge from an NBO analysis.
Geometry (Å):
H: 1.52 -1.83 -0.51  0.442
N: 1.02 -0.97 -0.28  -0.676
H: 0.50 2.05 0.51  0.244
N: -1.47 0.65 -0.67  -0.531
C: 0.48 1.07 0.80  -0.357
O: 2.61 0.63 -0.39  -0.501
C: 1.54 0.27 -0.06  0.647
H: -0.89 -1.83 -0.49  0.196
H: 0.79 0.84 1.86  0.274
N: -0.74 0.33 0.54  -0.254
H: -1.86 1.53 -0.63  0.445
H: -0.69 0.41 -1.38  0.434
H: -0.40 -1.69 1.21  0.221
H: -2.10 -0.16 -0.74  0.450
C: -0.30 -1.31 0.23  -0.034

Computed properties:
molecular weight	102.12	g mol⁻¹
HOMO	-13.882	eV
total charge	+1


Quick one: least stable of them? *1*


*1*
Density functional theory data (ωB97M-V with the def2-TZVPD basis set) for a cluster of 2 separate species, C3H8N3O in total.

Each line ends with the natural charge from an NBO analysis.
Geometry (Å):
H: -1.68 1.05 1.77  0.457
O: -1.33 -1.57 0.60  -0.685
H: -0.54 -0.30 -1.77  0.258
C: -0.64 0.38 -0.93  -0.448
N: -0.79 0.48 1.55  -0.754
H: -1.78 -2.05 -0.05  0.515
H: 0.08 0.96 1.59  0.470
C: 1.76 -0.24 -1.32  -0.409
N: 1.96 0.35 -0.26  0.078
H: -0.47 1.47 -0.93  0.259
H: 1.71 -1.38 -1.26  0.258
C: -0.97 -0.25 0.22  0.390
H: -0.99 -0.27 2.31  0.476
H: 1.81 0.38 -2.20  0.256
N: 1.89 0.99 0.67  -0.119

Computed properties:
molecular weight	102.12	g mol⁻¹
HOMO	-12.573	eV
total charge	+1


*2*
Density functional theory data (ωB97M-V with the def2-TZVPD basis set) for a cluster of 2 separate species, C3H8N3O in total.

Each line ends with the natural charge from an NBO analysis.
Geometry (Å):
C: -0.33 -0.19 0.23  0.312
N: 3.09 0.87 0.21  -0.698
H: -3.62 -0.83 -0.34  0.379
N: -3.49 0.13 -0.20  -1.095
N: 1.78 -1.10 0.05  -0.352
O: 0.25 0.85 0.13  -0.417
H: -3.98 0.68 0.45  0.384
H: 3.50 0.58 1.16  0.443
H: 3.33 1.64 -0.28  0.422
H: 1.73 0.53 -1.37  0.260
H: 0.29 -2.48 0.59  0.270
C: 2.11 0.11 -0.32  0.380
H: -3.78 0.62 -0.95  0.365
C: 0.54 -1.35 0.30  0.089
H: -1.41 -0.07 0.35  0.259

Computed properties:
molecular weight	102.12	g mol⁻¹
HOMO	-13.582	eV
total charge	+1


*3*
Density functional theory data (ωB97M-V with the def2-TZVPD basis set) for the ion C3H8N3O with charge +1.

Each line ends with the natural charge from an NBO analysis.
Geometry (Å):
H: 0.89 -1.29 2.19  0.461
C: -0.07 -0.70 -1.40  -0.183
N: 0.47 -0.33 2.18  -0.708
H: -0.53 -0.28 2.37  0.460
C: -0.23 0.20 -2.37  0.124
N: -0.46 -0.14 -0.12  -0.326
C: 0.69 0.16 0.78  -0.076
H: 1.00 1.19 0.79  0.239
H: 0.96 0.30 2.96  0.469
H: -2.15 0.67 -0.67  0.352
H: 0.16 -1.67 -1.32  0.219
H: -0.14 0.11 -3.43  0.247
H: 1.37 -0.57 0.36  0.219
N: -1.22 1.02 -0.54  -0.159
O: -0.72 1.33 -1.79  -0.337

Computed properties:
molecular weight	102.12	g mol⁻¹
HOMO	-12.630	eV
total charge	+1


Quick one: least stable of them? *3*


*1*
Density functional theory data (ωB97M-V with the def2-TZVPD basis set) for the molecule C4H8N2O2.

Each line ends with the natural charge from an NBO analysis.
Geometry (Å):
C: -0.59 0.24 -0.33  -0.085
H: 1.46 -2.34 -0.39  0.421
O: 1.20 1.93 -0.25  -0.572
H: -0.50 0.64 -1.36  0.208
N: 0.69 0.71 0.30  -0.188
H: -1.56 1.82 0.92  0.245
H: -2.19 0.24 1.23  0.206
C: 1.72 -0.32 0.14  0.743
H: -2.55 0.91 -0.31  0.211
H: -0.60 -1.51 0.83  0.193
O: 2.94 -0.22 0.20  -0.632
C: -0.39 -1.21 -0.14  -0.230
C: -1.80 0.86 0.37  -0.613
H: -1.11 -1.94 -0.71  0.219
H: 2.22 1.61 -0.27  0.487
N: 1.05 -1.41 -0.24  -0.614

Computed properties:
molecular weight	116.12	g mol⁻¹
HOMO	-9.002	eV
total charge	0


*2*
Density functional theory data (ωB97M-V with the def2-TZVPD basis set) for a cluster of 2 separate species, C4H8N2O2 in total.

Each line ends with the natural charge from an NBO analysis.
Geometry (Å):
O: 0.01 -1.39 0.02  -0.584
C: 1.27 -0.82 -0.38  0.651
C: -0.98 -1.72 -0.94  -0.259
N: 1.59 1.25 1.58  -0.645
O: 2.29 -1.11 0.19  -0.630
H: -1.26 -0.91 -1.62  0.172
H: -1.79 2.34 -0.54  0.246
H: -2.58 1.23 0.70  0.243
C: -0.51 1.10 0.52  0.454
H: 1.19 -0.44 -1.42  0.111
H: 2.10 2.10 1.37  0.366
N: 0.72 0.94 0.56  -0.293
H: -1.88 -1.97 -0.35  0.199
H: -0.71 -2.60 -1.55  0.176
C: -1.69 1.55 0.18  -0.598
H: 2.22 0.46 1.68  0.392

Computed properties:
molecular weight	116.12	g mol⁻¹
HOMO	-8.956	eV
total charge	0


Quick one: least stable of them? *2*


*1*
Density functional theory data (ωB97M-V with the def2-TZVPD basis set) for the molecule C5H13NS2.

Each line ends with the natural charge from an NBO analysis.
Geometry (Å):
C: -0.46 -0.77 0.06  -0.060
H: -3.27 -1.97 0.21  0.190
H: 1.40 -1.91 -0.11  0.202
N: -1.63 -0.92 0.94  -0.649
H: -4.42 0.69 0.72  0.215
H: -0.54 1.23 0.74  0.230
H: -4.75 -0.87 1.56  0.215
H: -3.56 0.17 2.11  0.200
H: 0.00 -2.88 -0.08  0.211
H: -2.85 -0.40 -0.65  0.176
C: 0.43 -1.99 0.38  -0.607
C: 0.25 0.56 0.40  -0.586
H: 3.86 1.69 -0.81  0.137
H: -1.65 -0.28 1.72  0.356
C: -2.97 -0.93 0.30  -0.215
S: 3.02 0.64 -0.81  -0.169
S: 1.08 1.34 -0.95  0.131
H: -0.73 -0.76 -0.99  0.195
H: 0.86 0.44 1.30  0.239
C: -3.99 -0.19 1.17  -0.627
H: 0.41 -2.06 1.47  0.216

Computed properties:
molecular weight	151.30	g mol⁻¹
HOMO	-8.467	eV
total charge	0


*2*
Density functional theory data (ωB97M-V with the def2-TZVPD basis set) for the molecule C5H13NS2.

Each line ends with the natural charge from an NBO analysis.
Geometry (Å):
H: -2.91 2.18 0.47  0.211
H: 4.20 0.52 -0.32  0.195
H: -2.70 -1.07 -1.07  0.223
C: -3.26 1.16 0.47  -0.614
C: 3.22 0.23 0.14  -0.255
H: -4.12 1.12 1.25  0.207
H: 3.08 0.92 1.01  0.212
H: 3.02 -1.35 1.47  0.358
C: 2.13 0.22 -0.94  -0.482
S: -0.81 -0.16 -1.91  0.089
H: -3.66 0.92 -0.56  0.204
C: -2.19 0.04 0.77  -0.421
H: 1.79 -0.81 -0.99  0.213
H: -1.49 0.36 1.55  0.234
C: -1.78 -0.73 -0.47  -0.539
H: -1.19 -1.60 -0.14  0.215
H: 3.21 -1.88 -0.05  0.358
H: 2.35 0.50 -1.99  0.222
H: -2.91 -0.73 1.33  0.209
N: 3.48 -1.13 0.58  -0.843
S: 0.55 1.30 -0.59  0.003

Computed properties:
molecular weight	151.30	g mol⁻¹
HOMO	-8.625	eV
total charge	0


Quick one: least stable of them? *2*


*1*
Density functional theory data (ωB97M-V with the def2-TZVPD basis set) for the molecule C5H8FNO2.

Each line ends with the natural charge from an NBO analysis.
Geometry (Å):
C: 0.27 1.07 1.73  -0.647
H: -0.90 1.40 -1.90  0.402
C: -0.63 -1.82 -1.01  0.028
H: -1.70 0.04 -0.20  0.189
F: -1.62 -1.94 -2.01  -0.370
O: 1.52 -0.81 0.64  -0.671
H: 1.01 -1.39 1.24  0.470
H: 0.36 -1.98 -1.38  0.197
H: -0.42 0.44 2.41  0.205
N: -0.31 0.79 -1.39  -0.624
C: -0.75 -0.33 -0.56  -0.098
O: 1.59 2.13 -0.95  -0.589
C: 0.63 0.21 0.52  0.229
C: 0.80 1.21 -0.68  0.644
H: -0.06 1.99 1.57  0.233
H: -0.96 -2.29 -0.17  0.166
H: 1.19 1.28 2.14  0.236

Computed properties:
molecular weight	133.12	g mol⁻¹
HOMO	-9.603	eV
total charge	0


*2*
Density functional theory data (ωB97M-V with the def2-TZVPD basis set) for a cluster of 2 separate species, C5H8FNO2 in total.

Each line ends with the natural charge from an NBO analysis.
Geometry (Å):
C: -1.72 1.39 0.86  0.235
H: -1.45 2.24 0.35  0.159
H: -0.48 1.62 2.42  0.206
C: -0.12 -2.08 -2.15  -0.334
H: -1.46 0.02 2.51  0.222
C: -1.21 1.02 1.98  -0.498
O: 1.84 -0.40 1.30  -0.473
F: -2.72 0.77 0.29  -0.327
H: 2.02 1.83 1.07  0.487
H: 0.69 -2.26 -0.29  0.212
H: -0.09 -3.05 -2.45  0.199
N: 1.45 0.12 0.25  0.382
H: -0.42 -1.35 -2.91  0.182
C: 0.35 -1.60 -0.99  -0.225
C: 0.78 -0.23 -0.77  -0.067
H: 0.75 0.44 -1.62  0.227
O: 1.79 1.53 0.16  -0.589

Computed properties:
molecular weight	133.12	g mol⁻¹
HOMO	-8.763	eV
total charge	0


Quick one: least stable of them? *2*